The following is a DFT calculation (ωB97M-V with the def2-TZVPD basis set) of 4 unconnected molecules or ions with the total composition C38H59BrClN4O14P3S2 at a distorted geometry.

Properties
HOMO (hartree): -0.3145
Kohn-Sham gap (eV): 7.91
LUMO (eV): -0.649
Relative energy (zero: lowest compared OMol25 entry of this formula, charge and spin) (kJ/mol): 0.0
Net charge: 0

Each line ends with the Löwdin charge.
Atoms and positions in Å:
Br -0.6360 1.1686 5.0190  0.92
Cl -4.9105 1.8878 2.3112  0.22
S 3.0122 5.4967 0.5251  0.72
S 0.0107 2.2404 -3.5999  0.71
P -4.1503 -0.0551 2.3534  0.66
P 2.0099 1.7053 6.9788  0.21
P 2.3019 2.6143 5.0010  0.90
O 1.2539 -1.7506 -0.2350  0.16
O -0.3697 -0.8065 -2.3232  -0.07
O -3.9769 3.3210 -1.1330  0.07
O 7.8777 -0.0768 -0.3851  -0.07
O -4.9934 1.5039 -1.5660  -0.12
O -5.7270 -2.0755 -3.0658  0.01
O -1.6334 -1.1922 3.3091  0.07
O 0.9875 -3.8987 -2.3897  -0.17
O 0.8227 2.2660 7.6230  -0.36
O 3.3336 2.1243 7.8188  -0.20
O -5.4168 -0.9862 1.8640  -0.35
O 6.2728 -0.3420 10.4944  0.03
O -6.4508 -1.6999 -8.1903  0.01
O 2.0017 0.1094 6.9309  -0.16
N -5.4926 -3.2027 -4.9857  0.03
N -5.8010 0.4021 -7.7681  0.01
N -4.7642 2.5834 -0.6899  -0.05
N 6.3099 1.0369 12.2618  0.00
C 5.5419 -0.5073 -0.4595  -0.17
C -6.2509 -2.6346 -4.0250  -0.53
C -7.7495 -2.7092 -4.1842  0.00
C -1.2857 -0.6038 -1.3283  -0.15
C 2.3471 0.5079 1.4308  -0.09
C -5.2227 1.7012 -8.0611  -0.07
C 1.0837 -0.0948 1.4493  -0.01
C -5.4352 -0.5217 -10.0105  -0.01
C -0.4282 -2.0866 -2.9534  -0.13
C 6.6351 0.3779 0.1349  -0.27
C 0.9713 -2.6683 -3.0950  -0.19
C 3.2499 0.2918 0.2420  -0.14
C -3.0396 -0.1412 -3.0302  -0.10
C 2.2406 -5.2938 -0.9020  -0.06
C 0.5740 0.8687 3.6140  -0.58
C 4.0467 2.0032 2.4910  -0.17
C -5.9305 -3.8861 -6.1935  -0.07
C -1.1291 -0.5924 2.4113  -0.36
C 3.9544 3.5162 2.1313  -0.27
C 5.9875 2.2289 13.0226  -0.08
C -1.7364 -0.4920 1.0402  -0.09
C 5.0265 1.6862 10.2689  -0.02
C 2.3063 -4.3641 -2.1167  -0.26
C 4.3569 -0.7489 0.4892  -0.16
C 0.5791 -0.9314 0.3246  -0.25
C 0.2105 0.0824 2.5245  -0.10
C -4.9643 0.2218 -0.8730  -0.12
C -2.6279 1.2750 -3.5324  -0.23
C -0.8454 -0.6768 -0.0160  0.01
C 5.9151 0.7085 11.0017  -0.55
C 2.7073 1.3059 2.5312  -0.18
C 2.7664 3.8574 1.2456  -0.58
C -1.3520 1.3121 -4.3994  -0.52
C -5.9381 -0.6650 -8.5942  -0.54
C 1.8246 1.4881 3.6247  -0.41
C -3.5322 -0.1209 -0.5261  -0.10
C -2.6274 -0.3107 -1.5864  -0.06
C -3.0940 -0.2200 0.8244  -0.23
H 3.9637 -1.7484 0.3325  0.10
H 0.9378 1.2779 -3.5640  -0.17
H 1.7040 -1.9715 -2.6900  0.11
H 6.9036 2.7605 13.2863  0.08
H 1.2432 -5.2305 -0.4818  0.08
H 2.6543 -4.9038 -3.0002  0.11
H -5.9631 0.2804 -10.5268  0.09
H -7.0110 -3.8977 -6.2646  0.08
H 3.7539 1.2339 0.0238  0.10
H -6.1557 0.2393 -6.8384  0.14
H -8.0618 -2.2138 -5.1042  0.08
H 6.8991 0.3418 12.6918  0.14
H 2.6639 3.1126 0.4632  0.07
H 2.6966 0.0301 -0.6496  0.11
H 4.0900 1.8337 10.8082  0.09
H -4.3646 -0.3150 -10.0202  0.09
H 4.5569 1.8667 3.4386  0.09
H 5.9908 -1.4395 -0.7894  0.11
H -5.6162 -1.4538 -10.5363  0.08
H 2.4203 -6.3168 -1.2161  0.07
H 8.5844 0.4640 -0.0226  0.08
H -5.3483 -0.4598 -1.6202  0.10
H 2.9668 -4.9938 -0.1542  0.07
H -8.2123 -2.2085 -3.3393  0.08
H 5.4721 1.9534 13.9443  0.08
H -4.1067 -0.2429 -3.1447  0.08
H 4.8063 1.2835 9.2940  0.05
H 3.9307 4.0901 3.0565  0.08
H 2.6351 -0.2370 7.5787  0.09
H -2.5765 -0.8953 -3.6544  0.09
H -0.8644 -2.0076 -3.9500  0.11
H 5.1603 0.0028 -1.3447  0.11
H -1.5674 1.8662 -5.3063  0.05
H -1.0256 -2.8051 -2.3974  0.15
H -8.0823 -3.7471 -4.2025  0.09
H 2.0655 5.4656 -0.4215  -0.15
H -4.5024 -3.1213 -4.8173  0.14
H 1.8639 3.8160 1.8503  0.07
H -4.8791 1.7504 -9.0882  0.07
H -5.9670 2.4821 -7.8999  0.09
H 6.4732 1.4191 -0.1587  0.12
H 4.6828 1.5460 1.7489  0.07
H -3.4601 1.7606 -4.0329  0.10
H 3.4556 3.0665 7.6382  0.07
H -2.4225 1.8832 -2.6577  0.07
H -5.5595 -4.9136 -6.1880  0.08
H -6.2565 -0.5513 2.0579  0.05
H 4.8793 3.7742 1.6171  0.10
H 3.7053 2.6821 4.9745  -0.07
H -4.3776 1.8880 -7.3966  0.08
H 5.5339 2.6450 10.1471  0.09
H 2.9677 -3.5199 -1.9244  0.10
H 6.6180 0.3124 1.2260  0.11
H 5.3494 2.8928 12.4502  0.07
H 4.6870 -0.6683 1.5232  0.11
H -5.5290 -3.3683 -7.0567  0.06
H -1.0021 0.3128 -4.6223  0.05
H 1.1891 -2.8993 -4.1415  0.13
H -5.6004 0.2589 -0.0016  0.08



The following is a DFT calculation (ωB97M-V with the def2-TZVPD basis set) of 10 unconnected molecules or ions with the total composition C38H60O28S at a distorted geometry.

Properties
HOMO (alpha / beta) (hartree): -0.4649 / -0.4649
Spin multiplicity: 2
Kohn-Sham gap (alpha / beta) (eV): 8.06 / 3.20
LUMO (alpha / beta) (eV): -4.586 / -9.453
Net charge: +1

Each line ends with the Mulliken spin population.
Atoms and positions in Å:
S -1.1276 -0.6064 0.0010  0.18
O -0.1953 0.2724 -4.6693  0.00
O 0.6606 2.2895 -4.2650  0.00
O -0.1483 -1.1375 1.0134  0.59
O -0.9760 1.8977 -5.9178  0.00
O 0.4375 4.1657 -0.3586  0.00
O -7.2479 -0.2524 3.3045  0.00
O 2.2304 -4.9557 -4.3624  0.00
O -4.2006 5.9939 5.9258  0.00
O 6.7876 1.0840 -3.9784  0.00
O -0.8884 -4.9078 -0.2242  0.01
O -2.2443 -6.7241 -0.6187  0.00
O 2.3410 -3.6453 -6.0687  0.00
O -1.6078 4.8469 -0.5392  0.00
O -5.3098 5.6252 4.0570  0.00
O 3.8133 -0.9507 1.9062  0.00
O 4.4408 -1.6541 -0.0613  0.00
O -1.4617 -6.1617 1.3998  0.00
O -0.0265 5.6730 -1.8831  0.00
O -3.0786 5.4284 4.0133  0.00
O -5.4433 0.1668 1.9654  0.00
O 4.9812 2.0781 -3.6493  0.00
O 0.2209 0.9303 5.6508  0.00
O 4.4199 0.5130 0.3392  0.00
O 3.2962 -5.7692 -6.1277  0.00
O -7.2031 -0.8629 1.1079  0.00
O 1.4092 -0.8892 5.4301  0.00
O 6.8639 3.3598 -3.6891  0.00
O 1.6465 0.3514 7.2787  0.00
C -1.0469 -5.0089 2.1646  0.00
C 3.2519 0.5026 -4.0311  0.00
C -1.5889 -5.9700 0.1051  0.00
C -3.4709 5.1028 2.7591  0.00
C -4.1453 5.6803 4.7563  0.00
C -2.1509 -1.2508 -4.6832  0.00
C -0.0768 0.3491 -1.1945  0.09
C 4.2336 -0.6104 0.7523  0.00
C 5.8080 -0.0021 -3.8825  0.00
C 4.4102 -2.8713 0.7233  0.00
C -5.1076 0.6383 3.2630  0.00
C -1.2078 -0.3521 -5.5199  0.00
C 2.6951 -3.0020 2.5889  0.00
C -6.3782 0.5258 4.1317  0.00
C -4.9707 5.0933 2.7827  0.00
C -2.7675 3.9190 2.3515  0.00
C -0.0828 0.5183 4.3683  0.00
C -1.8783 0.7225 -6.1792  0.00
C 1.6087 4.6408 -0.8329  0.00
C -6.5907 -0.4284 2.0410  0.00
C 4.0477 -2.3926 2.1336  0.00
C 0.4932 -0.8846 4.2778  0.00
C -0.0310 1.4949 -4.9641  0.00
C 1.6387 -2.9530 -5.0019  0.00
C -0.3630 -4.2988 1.0085  0.06
C -1.8822 0.8950 0.5484  0.05
C 2.2330 -3.5080 -2.4771  0.00
C 0.7442 1.5732 3.4585  0.00
C 1.5298 -3.8609 -3.8542  0.00
C 1.3366 5.3892 -2.0026  0.00
C 6.2885 2.2900 -3.7166  0.00
C 2.4863 3.3467 -1.0764  0.00
C -6.1715 -0.0624 5.5482  0.00
C 1.1365 0.1319 6.2199  0.00
C -0.5167 4.8502 -0.8780  0.00
C -0.0706 -5.4546 3.1646  0.00
C 4.6309 0.7757 -3.3528  0.00
C 2.6818 -4.8433 -5.6121  0.00
H 1.5450 4.6973 -2.8187  0.00
H -6.7826 1.5341 4.2206  0.00
H 4.9338 -2.7253 2.6742  0.00
H 0.1590 -4.6868 3.9035  0.00
H 5.6618 -0.4182 -4.8793  0.00
H -5.3509 0.4176 6.0814  0.00
H -5.9243 -1.1199 5.4545  0.00
H -1.3561 1.3433 1.3913  0.01
H -4.3278 0.1611 3.8566  0.00
H -3.1178 -1.3567 -5.1753  0.00
H 2.8234 1.4959 -4.1648  0.00
H -0.5158 -3.2276 0.8773  -0.03
H 2.0620 2.7069 -1.8502  0.00
H -1.9740 -2.3263 -4.6876  0.00
H 2.2092 -2.0415 -4.8237  0.00
H 5.4521 -3.1885 0.7664  0.00
H -0.3950 -6.3802 3.6402  0.00
H 2.7492 2.7014 -0.2382  0.00
H -2.0913 0.6623 -7.2465  0.00
H 1.8306 1.6592 3.4777  0.00
H 0.5787 1.1700 2.4594  0.00
H 3.3291 0.0869 -5.0357  0.00
H -1.8132 -4.3662 2.5979  0.00
H -5.5048 5.6966 2.0487  0.00
H -2.9423 3.6523 1.3091  0.00
H -0.6180 -1.0256 -6.1416  0.00
H -1.1179 0.6440 4.0508  0.00
H -2.5866 -0.9608 -3.7271  0.00
H 1.8897 -4.1795 -1.6901  0.00
H 0.6836 -4.5610 0.8537  0.00
H 3.3096 -3.6350 -2.5904  0.00
H 6.0224 -0.7329 -3.1027  0.00
H 2.4377 0.0881 -3.4367  0.00
H -2.8429 0.7694 -5.6738  0.00
H -1.6953 4.1150 2.3606  0.00
H 3.4354 3.7152 -1.4657  0.00
H -2.0841 1.5776 -0.2771  0.01
H 0.2791 2.5587 3.4370  0.00
H 1.9177 -2.5965 1.9413  0.00
H 0.4484 -3.9867 -3.8006  0.00
H -5.4700 4.1268 2.7148  0.00
H 0.8902 -0.9973 3.2689  0.00
H 0.3357 1.3210 -0.9237  -0.01
H 0.9224 -5.7410 2.8183  0.00
H -4.8839 1.7004 3.1629  0.00
H 1.9790 6.2685 -2.0488  0.00
H -2.8234 0.5716 0.9930  0.01
H 4.4980 0.6368 -2.2799  0.00
H -3.1021 5.8208 2.0266  0.00
H -7.1090 0.0875 6.0835  0.00
H 0.6866 -2.5718 -5.3710  0.00
H 2.7185 -4.0796 2.4264  0.00
H 0.8030 -0.2615 -1.3976  0.01
H 2.0517 5.3926 -0.1798  0.00
H 3.6692 -3.5572 0.3127  0.00
H 2.1786 -2.4633 -2.1711  0.00
H -0.6963 0.5096 -2.0769  0.00
H 2.6154 -2.9950 3.6759  0.00
H -2.8540 3.0836 3.0463  0.00
H -0.2727 -1.6347 4.4746  0.00